Record 1
Entry from the Open Molecules 2025 dataset: a cluster of 3 separate species, CH4N5O in total (ωB97M-V with the def2-TZVPD basis set).

```
11
Properties=species:S:1:pos:R:3
C -2.21 -0.12 1.38
N -0.52 -0.03 -0.35
N -0.80 -0.05 0.89
N 1.24 -0.34 0.84
N 0.78 -0.15 -0.37
N 0.29 -0.25 1.58
O -2.43 -0.60 2.41
H 2.54 0.35 -2.59
H 2.61 0.97 -3.24
H -2.83 0.47 0.62
H 1.34 -0.25 -1.16
```

Computed properties:
ΔE to the lowest compared entry with this formula, charge and spin (kJ/mol): 242.4
Lowest unoccupied orbital energy (eV): -6.3
Frontier orbital gap (eV): 11.01
F_max (eV/Å): 5.40
Total charge: +1

Atom charges from the Mulliken analysis, given in e for atoms 1 to 2: atom 1 (C): 0.20, atom 2 (N): -0.57

***

Record 2
Entry from the Open Molecules 2025 dataset: a structure of composition CH4N6 (ωB97M-V with the def2-TZVPD basis set).

```
11
Properties=species:S:1:pos:R:3
C 0.18 1.60 -1.15
N -1.56 -1.48 1.09
N -1.10 -0.37 0.40
N -0.51 -2.09 1.41
N 0.10 -0.21 0.16
N 0.63 -1.57 1.25
N 0.84 0.56 -0.48
H 0.45 2.69 -0.86
H 0.42 1.61 -2.11
H -0.97 1.38 -1.06
H 1.53 -2.13 1.37
```

Computed properties:
ΔE to the lowest compared entry with this formula, charge and spin (kJ/mol): 466.3
Lowest unoccupied orbital energy (eV): -0.1
Frontier orbital gap (eV): 8.55
F_max (eV/Å): 5.95

Atom charges from the Mulliken analysis, given in e for atoms 1 to 2: atom 1 (C): -0.57, atom 2 (N): -0.40

***

Record 3
Entry from the Open Molecules 2025 dataset: a structure of composition CH4N6O (ωB97M-V with the def2-TZVPD basis set).

```
12
Properties=species:S:1:pos:R:3
C 0.04 0.39 -0.17
H -2.26 1.13 0.67
H -3.13 -0.15 -0.92
H 2.95 0.48 -0.62
H 2.23 1.12 0.91
N -2.55 -0.13 0.22
N -1.05 -0.49 -0.02
N -0.49 -1.80 0.04
N 0.73 -1.73 -0.10
N 1.07 -0.39 -0.07
N 2.53 -0.08 0.19
O -0.08 1.64 -0.14
```

Computed properties:
ΔE to the lowest compared entry with this formula, charge and spin (kJ/mol): 476.5
Lowest unoccupied orbital energy (eV): 0.1
Frontier orbital gap (eV): 9.89
F_max (eV/Å): 6.34

Atom charges from the Mulliken analysis, given in e for atoms 1 to 2: atom 1 (C): 0.47, atom 2 (H): 0.34

***

Record 4
Entry from the Open Molecules 2025 dataset: the ion CH4NO with charge -1 (ωB97M-V with the def2-TZVPD basis set).

```
7
Properties=species:S:1:pos:R:3
N 0.58 0.81 0.30
C -0.41 -0.32 -0.23
O 0.05 -0.77 -1.34
H 1.28 0.81 -0.53
H 0.50 0.33 1.21
H -1.61 0.05 -0.10
H -0.38 -0.91 0.68
```

Computed properties:
ΔE to the lowest compared entry with this formula, charge and spin (kJ/mol): 159.3
Lowest unoccupied orbital energy (eV): 5.2
Frontier orbital gap (eV): 7.58
SMILES: NC[O-]
F_max (eV/Å): 3.27
Total charge: -1

Atom charges from the Mulliken analysis, given in e for atoms 1 to 2: atom 1 (N): -0.76, atom 2 (C): -0.16

***

Record 5
Entry from the Open Molecules 2025 dataset: a cluster of 2 separate species, CH4NO in total (ωB97M-V with the def2-TZVPD basis set).

```
7
Properties=species:S:1:pos:R:3
O 1.27 -0.10 1.53
H 1.79 0.63 1.66
C -0.21 0.17 -0.69
N -1.37 -0.06 -1.15
H 0.15 1.05 -0.93
H 0.49 -0.38 0.14
H -1.79 -1.08 -0.90
```

Computed properties:
ΔE to the lowest compared entry with this formula, charge and spin (kJ/mol): 149.1
Lowest unoccupied orbital energy (eV): 5.1
Frontier orbital gap (eV): 7.75
F_max (eV/Å): 6.21
Total charge: -1

Atom charges from the Mulliken analysis, given in e for atoms 1 to 2: atom 1 (O): -1.06, atom 2 (H): 0.14

***

Record 6
Entry from the Open Molecules 2025 dataset: the ion CH4NO2 with charge +1 (ωB97M-V with the def2-TZVPD basis set).

```
8
Properties=species:S:1:pos:R:3
C -0.67 -0.04 -0.14
N 0.63 0.02 0.12
O 2.79 -0.59 0.11
O 1.51 -0.85 -0.26
H -1.12 -0.77 -0.92
H -1.32 -0.36 0.87
H -1.20 0.96 -0.27
H 2.85 0.22 0.64
```

Computed properties:
ΔE to the lowest compared entry with this formula, charge and spin (kJ/mol): 750.3
Lowest unoccupied orbital energy (eV): -8.3
Frontier orbital gap (eV): 9.58
F_max (eV/Å): 6.37
Total charge: +1

Atom charges from the Mulliken analysis, given in e for atoms 1 to 2: atom 1 (C): -0.59, atom 2 (N): 0.03

***

Record 7
Entry from the Open Molecules 2025 dataset: a cluster of 2 separate species, CH4NO2S2 in total (ωB97M-V with the def2-TZVPD basis set).

```
10
Properties=species:S:1:pos:R:3
C -0.72 0.74 -0.22
N -0.01 -0.37 -0.21
O 2.92 -1.66 0.11
O 2.80 0.53 1.17
S -2.79 0.42 0.29
S 2.21 -0.79 1.04
H -0.96 1.25 -1.16
H -0.52 1.42 0.60
H -0.03 -0.90 -1.08
H -2.89 -0.62 -0.53
```

Computed properties:
ΔE to the lowest compared entry with this formula, charge and spin (kJ/mol): 236.0
Lowest unoccupied orbital energy (eV): 3.5
Frontier orbital gap (eV): 6.87
F_max (eV/Å): 2.01
Total charge: -1

Atom charges from the Mulliken analysis, given in e for atoms 1 to 2: atom 1 (C): -0.41, atom 2 (N): -0.54

***

Record 8
Entry from the Open Molecules 2025 dataset: the ion CH4NO2SSi with charge -1 (ωB97M-V with the def2-TZVPD basis set).

```
10
Properties=species:S:1:pos:R:3
N -1.73 -0.56 -0.54
Si -0.47 0.45 0.19
S -0.05 2.36 -0.32
C 1.20 -0.47 -0.26
O 1.41 -1.68 -0.39
O 2.35 0.38 0.02
H -1.36 -1.55 -0.52
H -2.60 -0.41 -0.01
H -0.77 0.07 1.89
H 2.03 1.41 -0.05
```

Computed properties:
ΔE to the lowest compared entry with this formula, charge and spin (kJ/mol): 97.0
Lowest unoccupied orbital energy (eV): 3.7
Frontier orbital gap (eV): 7.96
SMILES: N[Si@H]([S-])C(=O)O
F_max (eV/Å): 3.30
Total charge: -1

Atom charges from the Mulliken analysis, given in e for atoms 1 to 2: atom 1 (N): -0.59, atom 2 (Si): 0.16

***

Record 9
Entry from the Open Molecules 2025 dataset: a cluster of 2 separate species, CH4NO2SSi in total (ωB97M-V with the def2-TZVPD basis set).

```
10
Properties=species:S:1:pos:R:3
C 2.00 -0.47 -0.44
N -2.28 -0.61 -0.66
O 2.58 -0.98 -1.39
O 2.40 -0.07 0.70
Si 0.32 0.11 0.26
S 0.32 2.16 0.83
H -2.44 -1.50 -1.02
H -2.25 0.12 -1.29
H 0.04 -0.64 1.39
H -0.69 1.88 1.62
```

Computed properties:
ΔE to the lowest compared entry with this formula, charge and spin (kJ/mol): 395.9
Lowest unoccupied orbital energy (spin up / spin down) (eV): 3.2 / 3.2
Frontier orbital gap (spin up / spin down) (eV): 6.81 / 6.81
F_max (eV/Å): 4.77
Total charge: -1

Atom charges from the Mulliken analysis, given in e for atoms 1 to 2: atom 1 (C): 0.45, atom 2 (N): -0.68

***

Record 10
Entry from the Open Molecules 2025 dataset: a cluster of 2 separate species, CH4NO3 in total (ωB97M-V with the def2-TZVPD basis set).

```
9
Properties=species:S:1:pos:R:3
N 1.02 0.40 0.29
C -0.25 0.77 0.86
O -1.20 -0.02 0.58
O -0.26 1.84 1.48
H 1.78 0.96 0.62
H 1.19 -0.55 0.03
H -0.58 -0.77 -1.93
H -0.89 -1.08 -0.52
O -0.80 -1.55 -1.41
```

Computed properties:
ΔE to the lowest compared entry with this formula, charge and spin (kJ/mol): 2.0
Lowest unoccupied orbital energy (eV): 4.4
Frontier orbital gap (eV): 9.01
F_max (eV/Å): 1.04
Total charge: -1

Atom charges from the Mulliken analysis, given in e for atoms 1 to 2: atom 1 (N): -0.44, atom 2 (C): 0.63

***

Record 11
Entry from the Open Molecules 2025 dataset: a cluster of 2 separate species, CH4NOP in total (ωB97M-V with the def2-TZVPD basis set).

```
8
Properties=species:S:1:pos:R:3
C 1.53 -1.20 0.14
N 1.33 -0.75 -0.89
O 0.92 -0.16 -1.84
H 2.11 -1.68 1.00
P -0.95 0.53 0.34
H -2.32 0.34 0.89
H -0.85 1.71 1.06
H -1.77 1.20 -0.70
```

Computed properties:
ΔE to the lowest compared entry with this formula, charge and spin (kJ/mol): 468.0
Lowest unoccupied orbital energy (eV): 0.9
Frontier orbital gap (eV): 10.78
SMILES: C#[N+][O-].P
F_max (eV/Å): 4.23

Atom charges from the Mulliken analysis, given in e for atoms 1 to 2: atom 1 (C): -0.11, atom 2 (N): 0.42

***

Record 12
Entry from the Open Molecules 2025 dataset: the molecule CH4NOP (ωB97M-V with the def2-TZVPD basis set).

```
8
Properties=species:S:1:pos:R:3
H 2.78 0.09 -0.08
N 1.98 -0.58 -0.10
C 0.69 0.30 -0.10
P -0.73 -0.75 -0.29
O -2.10 0.04 0.10
H 0.58 1.41 -0.26
H -0.88 -1.37 0.95
H -2.31 0.85 -0.23
```

Computed properties:
ΔE to the lowest compared entry with this formula, charge and spin (kJ/mol): 338.6
Lowest unoccupied orbital energy (spin up / spin down) (eV): -0.4 / -0.4
Frontier orbital gap (spin up / spin down) (eV): 8.30 / 8.30
SMILES: [H]/N=C/PO
F_max (eV/Å): 8.14

Atom charges from the Mulliken analysis, given in e for atoms 1 to 2: atom 1 (H): 0.21, atom 2 (N): -0.51

***

Record 13
Entry from the Open Molecules 2025 dataset: the molecule CH4NOPS2 (ωB97M-V with the def2-TZVPD basis set).

```
10
Properties=species:S:1:pos:R:3
N 0.15 1.34 -0.45
P 0.54 -0.19 0.00
S 0.51 -0.89 -1.98
O -1.02 -0.77 0.14
C -1.97 -0.23 0.89
S -3.38 -0.93 1.16
H 0.75 2.03 -0.07
H 0.02 1.54 -1.46
H 0.11 -2.07 -1.57
H -1.69 0.88 1.14
```

Computed properties:
ΔE to the lowest compared entry with this formula, charge and spin (kJ/mol): 65.9
Lowest unoccupied orbital energy (eV): 0.3
Frontier orbital gap (eV): 9.03
SMILES: NP(S)OC=S
F_max (eV/Å): 2.60

Atom charges from the Mulliken analysis, given in e for atoms 1 to 2: atom 1 (N): -0.47, atom 2 (P): 0.22

***

Record 14
Entry from the Open Molecules 2025 dataset: a cluster of 2 separate species, CH4NP in total (ωB97M-V with the def2-TZVPD basis set).

```
7
Properties=species:S:1:pos:R:3
C -0.39 0.21 -0.07
N -0.41 1.22 -0.75
P 0.63 -1.28 0.01
H -1.65 0.12 1.30
H -1.26 1.73 -0.81
H 1.38 -1.12 1.15
H 1.71 -0.89 -0.82
```

Computed properties:
ΔE to the lowest compared entry with this formula, charge and spin (kJ/mol): 286.6
Lowest unoccupied orbital energy (eV): 0.3
Frontier orbital gap (eV): 9.21
F_max (eV/Å): 3.97

Atom charges from the Mulliken analysis, given in e for atoms 1 to 2: atom 1 (C): -0.03, atom 2 (N): -0.41

***

Record 15
Entry from the Open Molecules 2025 dataset: the molecule CH4NP (ωB97M-V with the def2-TZVPD basis set).

```
7
Properties=species:S:1:pos:R:3
H -2.17 0.08 -0.06
N -1.25 0.39 0.24
C -0.33 -0.52 0.25
P 1.30 0.18 0.57
H -0.32 -1.60 0.14
H 0.85 1.44 0.58
H 1.97 0.21 -0.80
```

Computed properties:
ΔE to the lowest compared entry with this formula, charge and spin (kJ/mol): 62.8
Lowest unoccupied orbital energy (eV): 0.7
Frontier orbital gap (eV): 9.75
SMILES: [H]/N=C/P
F_max (eV/Å): 2.99

Atom charges from the Mulliken analysis, given in e for atoms 1 to 2: atom 1 (H): 0.23, atom 2 (N): -0.53

***

Record 16
Entry from the Open Molecules 2025 dataset: the molecule CH4O (ωB97M-V with the def2-TZVPD basis set).

```
6
Properties=species:S:1:pos:R:3
C 0.23 0.09 -0.31
O -0.17 -0.42 1.00
H 0.84 -0.85 -0.60
H 0.80 1.07 -0.27
H -0.55 0.13 -1.05
H -1.16 -0.02 1.23
```

Computed properties:
ΔE to the lowest compared entry with this formula, charge and spin (kJ/mol): 63.0
Lowest unoccupied orbital energy (eV): 0.9
Frontier orbital gap (eV): 11.39
SMILES: CO
F_max (eV/Å): 5.05

Atom charges from the Mulliken analysis, given in e for atoms 1 to 2: atom 1 (C): -0.44, atom 2 (O): -0.51

***

Record 17
Entry from the Open Molecules 2025 dataset: a cluster of 2 separate species, CH4O in total (ωB97M-V with the def2-TZVPD basis set).

```
6
Properties=species:S:1:pos:R:3
C 0.18 -0.16 0.23
O -0.16 -0.81 -0.93
H 0.70 0.68 -0.02
H 1.02 -0.90 0.57
H -0.62 0.09 0.94
H -0.39 0.25 -1.71
```

Computed properties:
ΔE to the lowest compared entry with this formula, charge and spin (kJ/mol): 221.1
Lowest unoccupied orbital energy (eV): 0.3
Frontier orbital gap (eV): 10.54
F_max (eV/Å): 7.67

Atom charges from the Mulliken analysis, given in e for atoms 1 to 2: atom 1 (C): -0.52, atom 2 (O): -0.50

***

Record 18
Entry from the Open Molecules 2025 dataset: a structure of composition CH4O (ωB97M-V with the def2-TZVPD basis set).

```
6
Properties=species:S:1:pos:R:3
C 0.13 -0.25 0.29
O -0.81 0.95 -0.61
H -0.33 -0.04 1.25
H -0.11 -1.16 -0.27
H 1.19 0.06 0.26
H -0.06 0.44 -0.92
```

Computed properties:
ΔE to the lowest compared entry with this formula, charge and spin (kJ/mol): 229.5
Lowest unoccupied orbital energy (spin up / spin down) (eV): -7.2 / -10.8
Multiplicity: 2
Frontier orbital gap (spin up / spin down) (eV): 14.44 / 10.28
F_max (eV/Å): 4.34
Total charge: +1

Atom charges from the Mulliken analysis, given in e for atoms 1 to 2: atom 1 (C): -0.45, atom 2 (O): 0.04

***

Record 19
Entry from the Open Molecules 2025 dataset: the molecule CH4O2S (ωB97M-V with the def2-TZVPD basis set).

```
8
Properties=species:S:1:pos:R:3
C 1.12 -0.11 -0.29
S -1.03 0.03 0.15
O -1.88 0.03 -1.04
O -1.33 -0.88 1.19
H 1.15 -0.89 -1.01
H 1.66 0.77 -0.43
H 1.23 -0.41 0.70
H -0.92 1.45 0.73
```

Computed properties:
ΔE to the lowest compared entry with this formula, charge and spin (kJ/mol): 269.4
Lowest unoccupied orbital energy (eV): 0.0
Frontier orbital gap (eV): 10.27
SMILES: C[SH](=O)=O
F_max (eV/Å): 4.69

Atom charges from the Mulliken analysis, given in e for atoms 1 to 2: atom 1 (C): -0.86, atom 2 (S): 0.71

***

Record 20
Entry from the Open Molecules 2025 dataset: a cluster of 2 separate species, CH4O2S2 in total (ωB97M-V with the def2-TZVPD basis set).

```
9
Properties=species:S:1:pos:R:3
O -1.75 0.00 -0.60
C -1.65 0.84 0.23
O -0.58 0.92 1.04
H -2.41 1.61 0.43
H -0.53 1.72 1.59
S 2.13 -0.21 -1.07
S 2.10 -2.28 -1.27
H 1.62 -0.01 0.15
H 1.06 -2.59 -0.50
```

Computed properties:
ΔE to the lowest compared entry with this formula, charge and spin (kJ/mol): 33.8
Lowest unoccupied orbital energy (eV): 0.2
Frontier orbital gap (eV): 8.57
SMILES: O=CO.SS
F_max (eV/Å): 0.82

Atom charges from the Mulliken analysis, given in e for atoms 1 to 2: atom 1 (O): -0.40, atom 2 (C): 0.21